(1)
DFT (wB97M-V/def2-TZVPD) results for 4 unconnected molecules or ions with the total composition C25H46BN3O11.

Last column: Löwdin charge in e.
Atoms and positions in Å:
H: -1.559 -3.119 1.005  0.04
N: -1.884 -2.319 1.547  0.13
C: -2.278 -1.423 0.751  -0.56
N: -2.215 -1.532 -0.664  0.11
N: -2.807 -0.222 1.262  0.02
C: -1.941 0.939 1.013  -0.22
C: -2.584 2.256 1.468  -0.18
C: -2.407 3.447 0.521  -0.21
C: -1.050 4.179 0.612  -0.14
B: 0.161 3.406 0.009  -0.15
C: 1.252 4.036 -0.919  -0.15
C: 1.711 3.091 -2.057  -0.20
C: 2.960 2.207 -1.820  -0.19
C: 3.369 1.861 -0.385  -0.18
C: 2.527 0.745 0.261  -0.16
C: 2.277 0.962 1.740  -0.18
O: 3.508 1.203 2.459  -0.03
C: 4.198 0.106 2.846  -0.55
C: 5.608 0.068 2.333  0.02
O: 3.712 -0.734 3.540  0.12
H: -3.137 -1.722 -1.040  0.07
H: -1.852 -0.684 -1.089  0.04
H: -2.868 -0.374 2.267  0.11
H: -1.731 1.013 -0.059  0.09
H: -0.971 0.798 1.510  0.11
H: -3.658 2.067 1.574  0.11
H: -2.219 2.521 2.465  0.09
H: -2.597 3.121 -0.511  0.11
H: -3.195 4.172 0.754  0.11
H: -1.139 5.180 0.174  0.10
H: -0.823 4.321 1.684  0.12
H: 0.228 2.236 0.236  0.07
H: 2.112 4.407 -0.344  0.11
H: 0.809 4.933 -1.373  0.10
H: 0.875 2.455 -2.367  0.09
H: 1.935 3.718 -2.926  0.10
H: 2.795 1.253 -2.338  0.09
H: 3.814 2.671 -2.325  0.11
H: 3.378 2.745 0.263  0.11
H: 4.412 1.525 -0.422  0.11
H: 3.040 -0.219 0.140  0.12
H: 1.562 0.641 -0.244  0.08
H: 1.657 1.843 1.920  0.12
H: 1.779 0.101 2.197  0.11
H: 6.261 -0.412 3.061  0.09
H: 5.963 1.070 2.093  0.09
H: 5.613 -0.529 1.416  0.09
C: 1.335 -3.928 -4.021  -0.02
C: 0.973 -2.469 -4.100  -0.32
C: 2.137 -1.503 -4.222  -0.07
O: 1.616 -0.321 -3.593  0.05
C: 0.663 -0.710 -2.715  -0.55
O: 0.153 0.024 -1.920  0.13
O: 0.380 -2.009 -2.861  0.10
H: 0.520 -4.492 -3.575  0.08
H: 1.512 -4.322 -5.021  0.10
H: 2.231 -4.075 -3.416  0.09
H: 0.236 -2.294 -4.883  0.14
H: 2.433 -1.271 -5.241  0.14
H: 3.003 -1.843 -3.648  0.14
C: 1.595 0.470 6.868  -0.01
C: 0.262 0.769 6.235  -0.31
C: 0.069 0.270 4.816  -0.07
O: -0.870 1.224 4.293  0.04
C: -0.706 2.385 4.972  -0.57
O: -1.190 3.425 4.653  0.15
O: 0.086 2.192 6.046  0.09
H: 1.768 1.143 7.706  0.09
H: 1.608 -0.554 7.238  0.09
H: 2.406 0.591 6.149  0.08
H: -0.563 0.430 6.869  0.16
H: -0.340 -0.733 4.738  0.14
H: 0.996 0.336 4.244  0.11
C: -5.593 -4.943 -3.099  -0.02
C: -4.379 -4.058 -3.191  -0.32
C: -4.538 -2.753 -3.949  -0.09
O: -3.212 -2.526 -4.441  0.07
C: -2.601 -3.726 -4.555  -0.55
O: -1.548 -3.899 -5.085  0.15
O: -3.340 -4.690 -3.972  0.09
H: -5.293 -5.962 -2.861  0.09
H: -6.254 -4.586 -2.309  0.09
H: -6.143 -4.957 -4.040  0.09
H: -3.957 -3.867 -2.200  0.15
H: -4.850 -1.907 -3.342  0.14
H: -5.210 -2.869 -4.803  0.14

Net charge   0
Structure (SMILES)   [H]/N=C(\N)NCCCCBCCCCCCOC(C)=O.C[C@@H]1COC(=O)O1.C[C@@H]1COC(=O)O1.C[C@@H]1COC(=O)O1
LUMO energy   0.502 eV
Gap between HOMO and LUMO   9.467 eV

=====

(2)
DFT (wB97M-V/def2-TZVPD) results for a molecular structure, C25H46BaN5O in a non-equilibrium geometry.

Last column: Löwdin charge in e.
Atoms and positions in Å:
Ba: 0.236 -0.468 -0.653  1.76
C: 2.834 0.757 1.728  -0.04
C: 2.027 2.040 1.879  -0.51
C: 2.699 3.206 1.204  -0.16
C: 1.844 4.450 1.312  -0.17
C: 0.489 4.182 0.746  -0.12
C: -0.289 2.909 1.195  -0.46
N: 0.764 1.795 1.129  -0.21
O: 0.229 0.545 1.418  -0.63
C: -1.291 2.616 0.074  -0.08
C: -1.118 2.963 2.503  0.00
C: 1.952 2.287 3.400  -0.01
H: 2.334 0.050 2.358  0.07
H: 3.854 0.947 1.913  0.08
H: 2.804 0.319 0.734  0.05
H: 2.842 2.843 0.199  0.12
H: 3.660 3.432 1.604  0.12
H: 2.373 5.142 0.708  0.10
H: 1.917 4.782 2.360  0.12
H: 0.643 4.003 -0.321  0.12
H: -0.159 4.991 0.946  0.11
H: -1.916 1.683 0.300  0.08
H: -0.648 2.366 -0.760  0.05
H: -1.915 3.449 -0.098  0.07
H: -0.491 3.450 3.258  0.07
H: -1.294 1.954 2.802  0.04
H: -2.021 3.512 2.351  0.08
H: 1.566 1.388 3.863  0.08
H: 1.374 3.082 3.784  0.05
H: 2.925 2.398 3.827  0.09
C: -0.597 -3.069 -4.459  -0.08
C: 0.912 -3.117 -4.419  -0.26
C: 1.661 -1.874 -4.916  -0.15
C: 1.149 -0.791 -4.130  -0.25
N: 0.789 0.063 -3.458  0.07
H: -1.043 -3.909 -3.989  0.07
H: -0.972 -3.152 -5.519  0.11
H: -0.935 -2.189 -4.009  0.03
H: 1.359 -4.026 -4.803  0.11
H: 1.254 -3.223 -3.368  0.08
H: 1.608 -1.703 -5.981  0.13
H: 2.732 -1.965 -4.638  0.14
C: 2.126 -6.249 -0.356  -0.12
C: 3.411 -5.647 0.089  -0.24
C: 3.874 -4.506 -0.866  -0.16
C: 2.872 -3.495 -0.958  -0.22
N: 2.214 -2.549 -1.043  0.08
H: 1.714 -6.969 0.377  0.09
H: 2.182 -6.909 -1.220  0.08
H: 1.296 -5.540 -0.514  0.08
H: 4.226 -6.316 0.259  0.11
H: 3.229 -5.133 1.009  0.10
H: 4.045 -4.926 -1.867  0.13
H: 4.832 -4.043 -0.486  0.15
C: -3.204 -0.405 3.558  -0.08
C: -1.713 -0.503 3.871  -0.23
C: -0.974 -1.860 3.625  -0.15
C: -0.838 -2.125 2.258  -0.24
N: -0.736 -2.229 1.127  0.02
H: -3.726 -1.370 3.725  0.09
H: -3.321 -0.112 2.513  0.07
H: -3.623 0.276 4.224  0.05
H: -1.654 -0.314 4.941  0.11
H: -1.106 0.200 3.303  0.06
H: -1.612 -2.642 3.962  0.11
H: 0.002 -1.963 4.160  0.15
C: -3.758 3.545 -3.005  -0.11
C: -4.473 2.746 -1.937  -0.26
C: -4.740 1.219 -2.107  -0.15
C: -3.517 0.433 -1.968  -0.19
N: -2.493 -0.066 -1.815  0.09
H: -2.941 3.002 -3.489  0.07
H: -3.248 4.413 -2.468  0.10
H: -4.430 3.867 -3.788  0.07
H: -5.418 3.326 -1.839  0.12
H: -3.987 2.803 -0.959  0.08
H: -5.209 1.024 -3.067  0.12
H: -5.441 0.902 -1.324  0.13

Net charge   +1
LUMO energy   -1.957 eV
Gap between HOMO and LUMO   7.401 eV

=====

(3)
DFT (wB97M-V/def2-TZVPD) results for 3 unconnected molecules or ions with the total composition C25H46Br2Cl5N5O6P.

Last column: Löwdin charge in e.
Atoms and positions in Å:
C: -0.811 -2.810 -3.997  -0.14
C: -0.011 -1.789 -3.256  -0.73
Br: 1.485 -1.177 -4.261  0.84
C: -0.211 -1.309 -2.036  -0.67
Br: -1.644 -1.990 -1.014  0.94
C: 0.663 -0.281 -1.366  -0.27
N: 0.797 -0.524 0.120  -0.10
P: 1.846 -1.768 0.896  0.86
N: 1.865 -2.816 -0.417  -0.12
O: 0.807 -2.631 1.819  -0.27
C: 0.753 0.702 0.672  -0.36
N: 0.503 0.908 1.934  0.19
C: 0.320 2.236 2.526  -0.03
C: 0.824 2.411 3.966  -0.44
O: 1.384 3.427 4.231  0.17
N: 0.504 1.422 4.941  -0.16
C: 1.242 0.171 4.836  -0.08
C: -0.934 1.266 5.140  -0.06
N: 0.975 1.756 -0.223  0.06
C: 2.438 1.893 -0.454  -0.12
C: 3.151 2.696 0.634  -0.14
C: 3.707 1.817 1.756  -0.17
C: 4.800 2.513 2.546  -0.16
O: 5.382 1.617 3.501  -0.01
C: 4.686 1.410 4.623  -0.32
O: 3.586 1.822 4.835  0.06
C: 0.202 1.220 -1.383  -0.40
C: 0.453 1.971 -2.685  -0.10
C: 0.523 3.509 -2.600  -0.22
C: -0.497 4.203 -1.693  -0.58
Cl: -0.985 5.788 -2.363  0.58
O: -1.117 1.317 -0.915  -0.07
C: -2.195 1.115 -1.840  -0.18
C: -3.473 0.942 -1.041  -0.43
C: -4.584 0.322 -1.871  -0.06
O: -3.940 2.214 -0.585  -0.02
H: -0.151 -3.614 -4.330  0.08
H: -1.587 -3.236 -3.367  0.04
H: -1.251 -2.367 -4.893  0.09
H: 1.655 -0.363 -1.816  0.08
H: 2.358 -2.484 -1.239  0.05
H: 2.211 -3.735 -0.153  -0.04
H: 1.007 -2.490 2.756  0.04
H: 0.325 0.088 2.499  0.12
H: 0.813 2.976 1.907  0.11
H: -0.755 2.447 2.508  0.14
H: 0.642 -0.638 4.378  0.07
H: 2.156 0.314 4.250  0.06
H: 1.545 -0.171 5.827  0.10
H: -1.120 0.870 6.139  0.10
H: -1.419 2.243 5.091  0.10
H: -1.400 0.592 4.403  0.08
H: 2.573 2.350 -1.428  0.11
H: 2.926 0.907 -0.501  0.12
H: 2.483 3.470 1.020  0.12
H: 3.985 3.223 0.160  0.13
H: 2.926 1.500 2.454  0.08
H: 4.133 0.907 1.316  0.12
H: 4.421 3.409 3.041  0.14
H: 5.624 2.800 1.891  0.14
H: 5.242 0.738 5.288  0.16
H: -0.316 1.680 -3.402  0.13
H: 1.393 1.606 -3.106  0.10
H: 0.377 3.890 -3.612  0.10
H: 1.523 3.832 -2.305  0.10
H: -1.411 3.635 -1.566  0.04
H: -0.079 4.417 -0.711  0.06
H: -2.317 2.010 -2.461  0.14
H: -2.003 0.267 -2.499  0.09
H: -3.250 0.319 -0.167  0.12
H: -5.297 -0.191 -1.228  0.07
H: -4.201 -0.387 -2.606  0.05
H: -5.133 1.106 -2.396  0.09
H: -3.327 2.550 0.078  0.09
Cl: -6.839 -2.222 -2.856  0.56
C: -7.814 -1.758 -4.278  -0.65
C: -6.970 -1.627 -5.518  -0.66
Cl: -5.840 -0.247 -5.422  0.54
H: -8.318 -0.826 -4.036  0.07
H: -8.557 -2.539 -4.426  0.08
H: -7.612 -1.455 -6.380  0.08
H: -6.377 -2.521 -5.688  0.07
Cl: 3.830 -6.584 3.210  0.55
C: 2.327 -6.711 2.265  -0.67
C: 2.579 -7.133 0.841  -0.63
Cl: 3.467 -5.884 -0.084  0.57
H: 1.831 -5.743 2.304  0.05
H: 1.695 -7.452 2.751  0.08
H: 1.630 -7.294 0.333  0.08
H: 3.172 -8.042 0.789  0.07

Net charge   +1
LUMO energy   -2.710 eV
Gap between HOMO and LUMO   8.979 eV